No. 1
{
  "formula": "C26H52CaFIN2O4",
  "method": "the ωB97M-V functional and the def2-TZVPD basis",
  "species": ["I", "Ca", "F", "O", "O", "O", "O", "N", "N", "C", "C", "C", "C", "C", "C", "C", "C", "C", "C", "C", "C", "C", "C", "C", "C", "C", "C", "C", "C", "C", "C", "C", "C", "C", "C", "H", "H", "H", "H", "H", "H", "H", "H", "H", "H", "H", "H", "H", "H", "H", "H", "H", "H", "H", "H", "H", "H", "H", "H", "H", "H", "H", "H", "H", "H", "H", "H", "H", "H", "H", "H", "H", "H", "H", "H", "H", "H", "H", "H", "H", "H", "H", "H", "H", "H", "H", "H"],
  "positions_angstrom": [[0.18950, 4.16098, 2.75753], [5.52944, 0.13856, 1.90609], [-1.42129, 3.16983, -1.94757], [-1.14941, 1.52728, 2.73109], [-1.51501, 0.44929, -0.65096], [2.92971, -0.69701, -1.30579], [-0.67060, -1.55851, -0.25691], [1.60355, -1.09992, -0.86508], [0.98475, 1.22538, -1.40352], [-2.10722, -3.41227, 0.35590], [-3.48402, 1.38900, 0.60338], [5.58862, -0.40303, -1.43780], [-2.89728, -3.97515, 1.53752], [-3.48725, 0.11730, 1.47388], [-1.24612, 2.62677, 0.53970], [-2.89395, 1.50746, -2.70309], [6.01247, -1.47347, -0.40219], [0.99342, 0.17921, -0.41428], [2.04703, 2.20854, -1.53175], [-2.02890, -4.48354, 2.69326], [3.12581, 3.82052, -3.17069], [1.78126, 0.63953, 0.80385], [1.85471, 3.04824, -2.78882], [-4.43170, 0.27542, 2.68854], [-2.17722, 1.65980, -0.21751], [-4.79765, 1.35150, -0.19341], [-0.50590, -0.21637, 0.03770], [-0.96420, 2.45016, 2.00250], [3.51067, -1.63363, -2.18281], [2.99128, -1.42662, 1.70738], [1.90780, -0.37780, 1.94123], [4.84659, -1.02534, -2.63256], [-0.96234, -2.49755, 0.76783], [-2.52530, 2.39269, -1.53295], [-5.47871, -0.82754, 2.85936], [-3.56934, 2.23513, 1.29557], [-3.82681, 0.33176, 3.59653], [-4.83239, 0.49494, -0.86662], [-0.04961, -3.08251, 0.93694], [4.66258, -0.25402, -3.38025], [3.05717, 1.76486, -1.56627], [5.46326, -1.26949, 0.52259], [2.79629, 0.93148, 0.48568], [2.13573, 0.20144, 2.84745], [-3.82059, -0.72023, 0.85580], [-3.57396, -3.20332, 1.90576], [1.54953, 2.39460, -3.60966], [-3.47060, 2.07432, -3.43205], [6.46049, 0.16818, -1.75800], [-3.45429, 0.62744, -2.40492], [-5.08963, -1.68250, 3.41215], [-1.70715, -3.66959, 3.34681], [3.81544, 3.88709, -2.32506], [0.97453, -0.89616, 2.15619], [5.47141, -1.79054, -3.09565], [1.33641, 1.54790, 1.20380], [7.09519, -1.47289, -0.24576], [-2.57932, -5.18840, 3.31444], [-1.61618, 3.64710, 0.42111], [2.03586, 2.88540, -0.66699], [1.10549, -1.38702, -1.71094], [-5.61941, 1.22431, 0.51310], [-1.72093, -4.23059, -0.25581], [5.72062, -2.48909, -0.66000], [3.65731, 3.35125, -3.99873], [-3.52305, -4.79214, 1.17828], [2.85535, -1.81347, -3.04021], [-0.27343, 2.64127, 0.04957], [-1.13175, -4.99053, 2.32982], [-0.59816, -0.04768, 1.11255], [-5.01667, 2.25701, -0.75518], [-1.19395, -1.97524, 1.70333], [-5.85112, -1.17579, 1.89458], [-2.49347, -0.11450, 1.83861], [-6.33653, -0.46175, 3.42560], [4.88460, 0.31663, -0.98986], [2.65708, -2.28600, 1.12727], [-2.76472, -2.82579, -0.29050], [-1.97054, 1.18038, -3.17907], [3.36790, -1.82071, 2.66875], [3.64839, -2.59980, -1.67873], [-4.94841, 1.23538, 2.62093], [1.03469, 3.74561, -2.62482], [0.69543, 0.88204, -2.30920], [3.79687, -0.98400, 1.10080], [2.89994, 4.84140, -3.47419], [-3.29811, 3.12716, -1.31461]],
  "forces_ev_per_a": [[0.010, -0.042, 0.012], [-0.625, 0.287, -0.037], [0.006, -0.088, -0.007], [0.106, 0.786, -0.534], [0.065, 0.240, -0.171], [-0.222, 0.078, 0.001], [-0.198, -0.142, -0.388], [0.554, 0.153, -0.149], [-0.015, -0.066, 0.091], [-0.046, 0.093, -0.131], [-0.184, -0.147, -0.008], [0.068, -0.173, -0.015], [0.117, -0.051, 0.081], [-0.033, 0.066, 0.103], [-0.177, 0.066, 0.039], [0.078, 0.051, -0.052], [0.430, 0.681, -0.499], [-0.309, 0.108, -0.185], [0.209, -0.004, 0.012], [0.009, 0.040, -0.040], [-0.055, 0.013, 0.023], [-0.113, -0.079, 0.475], [0.022, 0.166, 0.010], [0.026, -0.031, 0.042], [0.096, -0.202, 0.075], [-0.049, -0.018, 0.075], [0.039, -0.082, 0.150], [0.118, -0.839, 0.480], [0.190, -0.121, -0.017], [-0.080, -0.054, 0.983], [0.225, 0.283, 0.026], [-0.257, 0.094, 0.238], [0.152, -0.026, 0.284], [0.115, 0.162, -0.031], [-0.037, 0.070, 0.050], [0.056, 0.064, -0.071], [-0.028, 0.090, 0.002], [0.012, 0.040, -0.006], [-0.013, -0.008, 0.110], [0.017, 0.028, 0.034], [-0.049, -0.083, -0.050], [-0.014, -1.090, -0.050], [0.078, 0.029, -0.063], [-0.038, -0.145, 0.036], [0.086, -0.041, -0.042], [-0.075, 0.029, 0.080], [-0.003, 0.017, -0.032], [-0.012, -0.004, 0.008], [-0.022, -0.115, -0.155], [0.008, 0.016, -0.009], [0.081, -0.094, -0.128], [0.041, 0.010, -0.033], [0.006, 0.037, 0.014], [-0.062, 0.045, -0.035], [-0.026, -0.017, -0.028], [-0.087, 0.096, -0.035], [-0.034, -0.055, 0.215], [0.004, 0.011, 0.014], [-0.044, -0.025, 0.019], [-0.020, -0.030, -0.008], [-0.006, -0.063, 0.086], [0.020, -0.004, -0.005], [0.062, 0.020, -0.005], [-0.088, -0.012, 0.047], [0.034, -0.053, 0.058], [-0.041, 0.042, -0.054], [0.073, 0.011, -0.079], [0.131, 0.028, -0.097], [-0.047, -0.089, -0.010], [0.020, 0.072, 0.042], [0.016, -0.012, -0.041], [-0.120, 0.076, -0.056], [-0.012, -0.020, -0.005], [0.037, -0.090, -0.039], [0.038, -0.008, 0.007], [0.049, 0.071, 0.055], [0.101, 0.141, -0.202], [-0.034, -0.050, 0.033], [-0.031, -0.077, 0.028], [0.104, 0.019, -0.137], [-0.013, -0.004, 0.030], [0.005, 0.006, -0.041], [-0.109, -0.100, -0.011], [-0.237, 0.081, 0.041], [-0.007, -0.031, -0.429], [-0.008, -0.031, -0.031], [-0.034, 0.000, 0.042]],
  "lowdin_charge": [0.79, 1.76, -0.03, 0.03, 0.01, -0.21, -0.07, 0.09, 0.04, -0.17, -0.25, -0.23, -0.24, -0.17, -0.15, 0.00, -0.11, -0.36, -0.24, -0.10, -0.09, -0.13, -0.22, -0.23, -0.31, -0.04, -0.29, -0.77, -0.19, -0.12, -0.19, -0.14, -0.20, -0.29, -0.10, 0.14, 0.11, 0.09, 0.12, 0.13, 0.09, -0.08, 0.09, 0.12, 0.11, 0.09, 0.11, 0.10, 0.12, 0.08, 0.07, 0.07, 0.06, 0.12, 0.13, 0.08, 0.10, 0.08, 0.12, 0.12, 0.14, 0.09, 0.12, 0.11, 0.07, 0.11, 0.14, 0.10, 0.07, 0.12, 0.08, 0.12, 0.07, 0.07, 0.08, 0.08, 0.10, 0.12, 0.09, 0.10, 0.12, 0.10, 0.10, 0.13, -0.04, 0.08, 0.14],
  "homo_lumo_gap_ev": 3.86,
  "multiplicity": 1,
  "lumo_energy_ev": -9.391,
  "energy_ha": -2506.79489,
  "charge": 2,
  "homo_ev": -13.2
}

No. 2
{
  "formula": "C3H7NO2",
  "method": "the ωB97M-V functional and the def2-TZVPD basis",
  "species": ["O", "O", "N", "C", "C", "C", "H", "H", "H", "H", "H", "H", "H"],
  "positions_angstrom": [[-0.51549, 0.93111, -1.09631], [2.64930, -0.24765, 1.06039], [0.95212, -1.64889, 2.07189], [-1.60532, 0.42311, -1.66891], [-2.73493, 1.24720, -1.56294], [1.48648, -0.60832, 1.18728], [0.03450, -1.59479, 2.33016], [-3.74539, 0.86043, -1.92316], [-0.28146, 1.67212, -1.80183], [-1.88993, -0.70129, -1.75583], [1.37419, -2.50561, 2.07721], [-2.65102, 2.37248, -1.39814], [0.54639, -0.40072, 0.52307]],
  "forces_ev_per_a": [[3.248, 2.072, -2.946], [-2.723, -1.020, 0.375], [3.173, 3.708, -1.533], [-6.830, 0.337, 1.741], [0.498, -1.087, -2.009], [-1.166, -1.621, -0.286], [-2.670, 0.088, 0.237], [1.525, 0.604, 0.508], [-0.029, -1.986, 2.632], [1.565, 1.805, -0.049], [1.493, -2.313, 0.498], [-0.037, -1.736, 0.074], [1.951, 1.148, 0.757]],
  "nbo_charge": [-0.70, -0.55, -0.88, 0.09, -0.47, 0.54, 0.38, 0.20, 0.50, 0.19, 0.38, 0.20, 0.13],
  "homo_lumo_gap_ev": 10.10,
  "multiplicity": 1,
  "lumo_energy_ev": 0.759,
  "smiles": "C=CO.NC=O",
  "energy_ha": -323.63860,
  "homo_ev": -9.3
}

No. 3
{
  "formula": "C3H10O",
  "method": "the ωB97M-V functional and the def2-TZVPD basis",
  "species": ["O", "C", "C", "C", "H", "H", "H", "H", "H", "H", "H", "H", "H", "H"],
  "positions_angstrom": [[0.40369, 2.09328, 1.63054], [0.26721, 0.93227, 2.48548], [-0.24327, -0.96475, -2.45773], [0.04768, -0.85497, -0.96537], [1.18614, 0.94352, 3.08161], [0.59956, -1.69858, -0.52888], [-0.71430, 1.05276, 2.97117], [0.02437, -0.06197, -2.99927], [-0.49592, 2.28248, 1.35859], [0.63623, 0.00885, -0.60050], [0.33878, -1.77382, -2.89882], [-0.87365, -0.72531, -0.39334], [-1.28512, -1.26646, -2.60220], [0.10861, 0.03269, 1.91872]],
  "forces_ev_per_a": [[-0.112, -0.599, 0.045], [-0.630, 1.405, -0.497], [0.318, -0.570, 0.184], [0.347, 0.555, 1.341], [-0.692, -0.439, 0.272], [-0.390, -0.107, -0.329], [0.753, -0.089, 0.960], [-0.358, 0.105, -0.071], [0.053, 0.321, -0.325], [-0.060, -0.109, -0.838], [0.142, 0.040, -0.045], [-0.114, -0.316, -0.027], [0.109, 0.422, -0.202], [0.633, -0.620, -0.468]],
  "nbo_charge": [-0.72, -0.25, -0.62, -0.63, 0.19, 0.21, 0.16, 0.21, 0.46, 0.22, 0.21, 0.20, 0.21, 0.16],
  "homo_lumo_gap_ev": 11.28,
  "multiplicity": 1,
  "lumo_energy_ev": 0.931,
  "smiles": "CC.CO",
  "energy_ha": -195.49514,
  "homo_ev": -10.3
}

No. 4
{
  "formula": "C4H9NO",
  "method": "the ωB97M-V functional and the def2-TZVPD basis",
  "species": ["O", "N", "C", "C", "C", "C", "H", "H", "H", "H", "H", "H", "H", "H", "H"],
  "positions_angstrom": [[-0.17284, 1.78482, 1.44288], [-0.52113, -0.10083, -0.07308], [0.59869, 0.16348, -0.97354], [-1.50909, -1.13189, -0.32034], [-0.38744, 0.50311, 1.11468], [1.69015, 0.46470, 0.04040], [-2.03882, -1.36415, 0.60843], [-1.00926, 0.04062, 1.88901], [-1.01690, -2.03729, -0.69498], [2.17263, -0.45567, 0.38498], [0.71016, -0.71767, -1.63524], [2.46496, 1.15382, -0.32356], [0.38788, 1.02291, -1.62577], [-2.24654, -0.80436, -1.06262], [0.66630, 1.96875, 0.96670]],
  "forces_ev_per_a": [[0.176, -0.093, -0.149], [0.121, 0.221, 0.328], [-0.046, 0.051, -0.093], [-0.065, -0.114, 0.029], [-0.533, -0.247, -0.154], [0.306, -0.082, -0.188], [0.080, 0.042, -0.144], [0.115, 0.007, -0.091], [-0.071, 0.142, 0.064], [-0.050, 0.098, -0.041], [-0.022, 0.135, 0.139], [-0.113, -0.081, 0.076], [0.055, -0.104, 0.087], [0.120, -0.035, 0.113], [-0.072, 0.060, 0.024]],
  "nbo_charge": [-0.69, -0.39, -0.25, -0.40, 0.52, -0.83, 0.21, 0.17, 0.20, 0.19, 0.17, 0.19, 0.19, 0.21, 0.52],
  "homo_lumo_gap_ev": 7.54,
  "multiplicity": 1,
  "lumo_energy_ev": 0.673,
  "energy_ha": -287.65736,
  "homo_ev": -6.9
}